This record from the Open Molecules 2025 dataset describes a structure of composition C5H6CuO4 in a non-equilibrium geometry. The level of theory is ωB97M-V/def2-TZVPD.

Last column: Löwdin spin population.
Cartesian coordinates (Å):
1 H 2.055200 4.586548 -0.876743  0.01
2 O 0.484402 3.759208 0.164716  0.26
3 C -0.725144 0.221601 0.572624  0.06
4 O 1.656651 1.361016 -0.224864  0.43
5 H 3.070514 2.334806 -1.349951  0.02
6 C -3.695696 -0.736638 -1.090912  0.00
7 O -1.741425 0.221980 -0.246250  0.02
8 C -2.875450 -0.577286 -0.063815  0.00
9 Cu 0.114704 2.036770 0.884497  0.64
10 H -3.500866 -0.274722 -2.059384  0.00
11 H -3.041479 -0.967803 0.937973  0.00
12 H -4.542965 -1.414185 -0.987350  0.00
13 H -0.078219 -0.761193 2.051051  0.00
14 C 1.534420 3.674980 -0.556429  0.27
15 O -0.619162 -0.879470 1.259418  0.01
16 C 2.129030 2.405701 -0.791864  0.29

Force components x, y, z for each atom (eV/Å):
-0.450 -0.208 -0.154
-0.081 -0.092 0.653
-1.628 0.036 0.923
-0.693 0.301 0.499
-0.344 -0.160 0.017
0.376 -0.209 0.140
1.472 1.037 0.627
-1.021 -0.957 -0.500
0.328 -0.907 -1.901
-0.018 -0.208 0.273
0.325 0.043 -0.285
0.097 0.464 0.049
0.448 -0.139 -0.111
0.885 -0.195 -0.109
-0.309 0.303 -0.129
0.612 0.892 0.008

Highest occupied orbital energy (alpha / beta) in eV: -12.43 / -13.93
2S+1: 3
Calculated total energy in Eh: -2135.169872
Net charge: +1
Molecular weight in g/mol: 193.645
Gap between HOMO and LUMO (alpha / beta) in Ha: 0.284 / 0.260
Energy relative to the best compared isomer or geometry (same formula, charge and spin) in kJ/mol: 0.0
<S²>: 2.010



This record from the Open Molecules 2025 dataset describes a structure of composition C13H9ClNS2 in a non-equilibrium geometry. The level of theory is ωB97M-V/def2-TZVPD.

Last column: natural (NBO) charge in e.
Cartesian coordinates (Å):
1 H -4.280206 -1.060459 2.286003  0.21
2 N 0.226926 -0.470243 2.062576  -0.54
3 H -1.871001 -1.888293 2.282713  0.23
4 C 6.141246 0.727946 3.898093  -0.21
5 H 5.405836 -0.500572 0.255801  0.23
6 C -3.458461 -0.347656 2.254909  -0.21
7 Cl 7.295081 1.705181 0.202257  -0.03
8 C 5.215039 -0.321626 3.673908  -0.27
9 S 2.493739 1.034473 1.366342  0.11
10 H 6.426667 1.018326 4.929199  0.20
11 C -3.703506 1.038381 2.232204  -0.24
12 H -2.773619 3.006873 2.287140  0.21
13 H 4.702053 -0.868404 4.474138  0.22
14 C 4.868016 -0.673763 2.342524  -0.16
15 C -2.149987 -0.824236 2.249444  -0.23
16 C -2.616177 1.929635 2.247783  -0.21
17 C 6.500584 0.948667 1.511926  -0.04
18 C -1.303145 1.439627 2.250979  -0.24
19 H -0.430468 2.116012 2.272719  0.23
20 C 1.232087 0.177136 1.763734  0.27
21 H -4.732316 1.424124 2.231699  0.21
22 C -1.072890 0.057540 2.195889  0.16
23 C 6.764858 1.397203 2.824474  -0.33
24 S 3.377122 -1.451454 2.065641  -0.45
25 H 7.397457 2.285541 2.999408  0.21
26 C 5.591234 -0.110551 1.257078  -0.31

Force components x, y, z for each atom (eV/Å):
0.093 0.201 -0.027
1.004 0.826 -0.243
-0.502 0.483 -0.108
-0.312 -0.853 0.021
0.019 0.383 0.221
0.178 0.438 0.062
0.478 0.470 -0.820
1.214 1.088 -0.097
-1.959 0.681 -0.146
-0.371 -0.156 -0.689
0.224 -0.087 0.079
-0.057 -0.248 -0.066
0.281 0.483 -0.235
-0.379 0.509 0.161
0.277 -0.405 -0.008
0.179 -0.592 0.173
-1.106 -1.366 1.518
-0.069 0.271 -0.128
-0.622 -0.358 -0.081
-0.504 0.920 -0.002
0.516 -0.224 -0.007
0.020 0.400 -0.083
-0.256 0.013 -0.323
1.084 -3.023 0.271
-0.289 -0.726 -0.175
0.860 0.872 0.733

Highest occupied orbital energy in eV: -2.70
2S+1: 1
Calculated total energy in Eh: -1812.114488
Net charge: -1
Molecular weight in g/mol: 278.809
Gap between HOMO and LUMO in Ha: 0.206
Energy relative to the best compared isomer or geometry (same formula, charge and spin) in kJ/mol: 68.3



This record from the Open Molecules 2025 dataset describes a cluster of 2 separate species, C4H5Br in total in a non-equilibrium geometry. The level of theory is ωB97M-V/def2-TZVPD.

Last column: natural (NBO) charge in e.
Cartesian coordinates (Å):
1 C 0.657939 1.339874 -1.574577  -0.23
2 H 1.577868 1.349662 -2.130690  0.24
3 H 4.760658 -1.771963 2.023949  0.22
4 H -3.396857 0.041406 0.596450  0.20
5 H -2.484128 1.517939 -0.945335  0.22
6 C -0.428879 1.019157 -1.183919  -0.03
7 C -2.327216 -0.089771 0.328928  -0.35
8 H -1.915328 -0.902652 1.037251  0.21
9 Br 4.730830 -3.208869 2.427864  -0.22
10 C -1.758220 0.883004 -0.423681  -0.26

Force components x, y, z for each atom (eV/Å):
0.677 -0.566 -1.042
-0.252 0.329 0.360
-0.037 -1.576 0.443
0.706 0.107 -0.575
0.171 0.121 0.567
-2.396 -0.304 3.130
0.369 0.088 1.948
0.123 1.335 -1.858
0.034 1.577 -0.443
0.606 -1.110 -2.530

Highest occupied orbital energy in eV: -9.68
2S+1: 1
Calculated total energy in Eh: -2729.295752
Molecular weight in g/mol: 132.988
Gap between HOMO and LUMO in Ha: 0.377
Energy relative to the best compared isomer or geometry (same formula, charge and spin) in kJ/mol: 197.0
SMILES: C#CC=C.Br



What is the calculated total energy in the third record?
-2729.295752 Eh



Please write out number 3 again, unchanged.
This record from the Open Molecules 2025 dataset describes a cluster of 2 separate species, C4H5Br in total in a non-equilibrium geometry. The level of theory is ωB97M-V/def2-TZVPD.

Last column: natural (NBO) charge in e.
Cartesian coordinates (Å):
1 C 0.657939 1.339874 -1.574577  -0.23
2 H 1.577868 1.349662 -2.130690  0.24
3 H 4.760658 -1.771963 2.023949  0.22
4 H -3.396857 0.041406 0.596450  0.20
5 H -2.484128 1.517939 -0.945335  0.22
6 C -0.428879 1.019157 -1.183919  -0.03
7 C -2.327216 -0.089771 0.328928  -0.35
8 H -1.915328 -0.902652 1.037251  0.21
9 Br 4.730830 -3.208869 2.427864  -0.22
10 C -1.758220 0.883004 -0.423681  -0.26

Force components x, y, z for each atom (eV/Å):
0.677 -0.566 -1.042
-0.252 0.329 0.360
-0.037 -1.576 0.443
0.706 0.107 -0.575
0.171 0.121 0.567
-2.396 -0.304 3.130
0.369 0.088 1.948
0.123 1.335 -1.858
0.034 1.577 -0.443
0.606 -1.110 -2.530

Highest occupied orbital energy in eV: -9.68
2S+1: 1
Calculated total energy in Eh: -2729.295752
Molecular weight in g/mol: 132.988
Gap between HOMO and LUMO in Ha: 0.377
Energy relative to the best compared isomer or geometry (same formula, charge and spin) in kJ/mol: 197.0
SMILES: C#CC=C.Br